The following is a DFT calculation (the ωB97M-V functional and the def2-TZVPD basis) of a molecular structure, C28H40BInN9OS5.

XYZ file:
```
85
C28H40BInN9OS5 | OMol25 | the ωB97M-V functional and the def2-TZVPD basis
In 0.521 1.270 1.096
S 0.396 3.485 -0.179
S -1.701 0.451 -0.112
S 1.179 -0.052 -2.385
S 0.815 -1.340 1.938
S 3.021 1.387 0.503
O -1.894 2.794 2.376
N -1.543 -2.266 0.191
N 5.146 2.748 -2.154
N 2.891 -2.316 0.379
N 0.926 -2.532 -0.542
N -2.838 -1.329 1.670
N -1.837 4.682 3.603
N 2.135 5.133 -2.964
N -1.168 -0.306 -3.810
N -0.906 -1.797 -2.237
C 3.060 -2.980 -0.832
C -2.648 0.049 3.673
C 4.067 -2.139 1.294
C 0.762 1.978 3.176
C -1.253 3.559 3.077
C -2.124 -2.042 -2.852
C 1.931 3.436 -1.009
C -4.827 -1.084 3.102
C 4.172 2.703 -1.540
C -2.067 -1.084 0.575
C 0.279 0.724 -5.535
C 3.808 -1.194 2.463
C -2.294 -1.126 -3.815
C 1.561 -2.078 0.563
C 2.972 2.611 -0.737
C -3.588 -0.369 2.545
C -0.931 2.150 -3.831
C 1.851 -3.104 -1.391
C -0.304 -0.727 -2.826
C -2.182 0.994 -5.634
C 0.210 3.375 3.413
C 4.436 -3.522 1.843
C 5.226 -1.546 0.484
C -1.967 -3.251 1.053
C -2.755 -2.681 1.979
C -4.072 0.865 1.787
C 2.051 4.369 -2.107
C -0.986 0.886 -4.689
B -0.568 -2.613 -0.970
H -1.260 5.398 4.006
H 0.745 4.083 2.770
H 0.398 1.604 -6.173
H 4.950 -0.565 0.093
H -0.787 -3.780 -1.239
H -4.582 -1.848 3.841
H 0.353 1.252 3.885
H 1.159 0.628 -4.902
H 5.254 -3.428 2.561
H -1.832 2.230 -3.218
H 4.752 -4.197 1.045
H -2.732 4.949 3.231
H 0.352 3.720 4.445
H 3.484 -0.210 2.127
H 3.576 -3.964 2.350
H -3.245 -3.121 2.825
H -2.290 0.108 -6.263
H -2.770 -2.842 -2.532
H -2.272 -0.827 4.210
H -1.644 -4.272 0.945
H -3.258 1.532 1.519
H 1.564 -3.501 -2.350
H -3.179 0.693 4.379
H 4.760 -1.085 2.987
H 1.845 2.001 3.290
H -5.403 -1.545 2.297
H -0.860 3.029 -4.477
H 6.085 -1.435 1.148
H 4.020 -3.265 -1.217
H 3.065 -1.581 3.155
H -3.114 1.170 -5.092
H -5.457 -0.346 3.597
H -4.761 1.397 2.447
H -4.609 0.586 0.877
H -2.009 1.850 -6.287
H 5.535 -2.176 -0.349
H -1.802 0.605 3.263
H 0.197 -0.163 -6.170
H -3.119 -0.989 -4.488
H -0.071 2.136 -3.166
```

Computed properties:
- Energy above the lowest of the compared OMol25 structures with the same formula, charge and spin: 0.00 kcal per mole
- Spin multiplicity: 1
- Total charge: -1

Want to see where the charge sits? The natural (NBO) charges in e are: 1.09, -0.24, -0.22, -0.32, -0.31, -0.27, -0.64, -0.53, -0.36, -0.37, -0.53, -0.37, -0.83, -0.36, -0.41, -0.58, -0.09, -0.61, 0.15, -0.88, 0.71, -0.06, -0.28, -0.61, 0.29, 0.33, -0.63, -0.62, -0.09, 0.33, -0.28, 0.15, -0.62, -0.02, 0.31, -0.62, -0.53, -0.61, -0.62, -0.03, -0.09, -0.63, 0.29, 0.15, 0.62, 0.39, 0.25, 0.21, 0.26, -0.07, 0.20, 0.20, 0.26, 0.21, 0.21, 0.20, 0.39, 0.19, 0.24, 0.22, 0.22, 0.20, 0.22, 0.20, 0.23, 0.29, 0.23, 0.21, 0.20, 0.23, 0.22, 0.21, 0.21, 0.22, 0.23, 0.21, 0.22, 0.20, 0.21, 0.22, 0.20, 0.25, 0.20, 0.22, 0.26

=====

The following is a DFT calculation (the ωB97M-V functional and the def2-TZVPD basis) of a single C28H40N4O5S molecule.

XYZ file:
```
78
C28H40N4O5S | OMol25 | the ωB97M-V functional and the def2-TZVPD basis
S -4.140 -1.546 -0.496
O 1.484 -2.768 -1.522
O -5.342 -2.207 -0.904
O -4.235 -0.426 0.392
O -4.952 -1.293 4.837
O -0.707 -0.356 -5.129
N -3.184 -2.722 0.245
N 2.703 -1.351 -0.251
N 3.055 1.436 -0.383
N -2.970 -1.423 2.829
C -1.955 -2.224 0.735
C 0.402 -1.782 0.339
C 2.885 2.290 1.926
C -0.809 -2.362 -0.026
C 3.836 -1.366 -1.145
C -2.491 -1.505 -4.166
C -1.924 -1.499 1.945
C 0.381 0.535 -5.048
C -1.333 0.140 -2.832
C -1.478 -0.547 -4.036
C 1.688 1.638 -0.843
C -4.558 -2.520 4.271
C -3.381 -0.149 3.388
C -3.164 -1.093 -1.916
C -2.177 -0.141 -1.772
C 3.808 -0.194 -2.131
C 1.796 4.095 -0.448
C 3.249 3.903 -0.027
C 4.005 1.167 -1.455
C 1.422 3.016 -1.458
C 0.430 -1.027 1.511
C 3.594 1.181 2.697
C -3.889 -0.370 4.814
C 3.499 2.490 0.531
C 1.557 -2.007 -0.569
C -0.700 -0.898 2.285
C -3.326 -1.781 -3.106
C -4.072 -2.362 2.824
H 3.531 4.643 0.724
H 2.013 3.143 -2.368
H 1.016 1.504 0.010
H 2.653 -0.517 0.318
H -2.590 -2.019 -5.109
H 3.893 4.055 -0.897
H 0.367 3.095 -1.727
H -4.280 0.558 5.234
H -2.087 0.381 -0.833
H 1.093 0.223 -4.279
H 1.662 5.088 -0.883
H -0.570 0.892 -2.710
H -3.751 -2.964 4.876
H -5.435 -3.168 4.307
H -0.841 -2.927 -0.947
H 3.624 0.262 2.116
H 3.799 -2.308 -1.697
H 4.750 -1.331 -0.547
H -4.113 -2.515 -3.181
H 4.612 -0.323 -2.857
H 5.003 1.173 -1.007
H -3.729 -3.328 2.458
H 2.974 3.223 2.485
H 1.824 2.056 1.845
H -0.637 -0.345 3.210
H 4.583 2.373 0.649
H -4.896 -2.006 2.193
H 0.865 0.496 -6.023
H 2.865 -0.227 -2.678
H 1.451 0.849 -1.558
H -4.192 0.262 2.770
H 3.084 0.981 3.637
H -3.063 -0.739 5.444
H -3.081 -3.503 -0.388
H 3.990 1.945 -2.236
H -2.550 0.555 3.389
H 0.050 1.559 -4.849
H 4.619 1.470 2.921
H 1.342 -0.565 1.856
H 1.144 4.021 0.425
```

Computed properties:
- Energy above the lowest of the compared OMol25 structures with the same formula, charge and spin: 0.82 kcal per mole
- Spin multiplicity: 1
- Total charge: 0

Want to see where the charge sits? The natural (NBO) charges in e are: 2.32, -0.64, -0.93, -0.94, -0.52, -0.48, -0.85, -0.64, -0.49, -0.46, 0.02, -0.19, -0.41, -0.15, -0.23, -0.26, 0.30, -0.25, -0.33, 0.34, -0.23, -0.07, -0.24, -0.41, -0.09, -0.40, -0.40, -0.41, -0.21, -0.42, -0.17, -0.60, -0.07, -0.03, 0.67, -0.27, -0.16, -0.24, 0.21, 0.19, 0.20, 0.42, 0.23, 0.20, 0.21, 0.19, 0.23, 0.18, 0.21, 0.22, 0.16, 0.20, 0.24, 0.20, 0.24, 0.19, 0.24, 0.22, 0.20, 0.22, 0.21, 0.20, 0.21, 0.20, 0.20, 0.21, 0.20, 0.21, 0.21, 0.21, 0.16, 0.41, 0.17, 0.21, 0.18, 0.21, 0.21, 0.20

=====

The following is a DFT calculation (the ωB97M-V functional and the def2-TZVPD basis) of a molecular structure, C28H41AsLiN4O5P.

XYZ file:
```
81
C28H41AsLiN4O5P | OMol25 | the ωB97M-V functional and the def2-TZVPD basis
As 1.328 -2.247 -0.017
P -2.147 0.307 -2.439
O -1.333 -0.474 1.896
O -2.202 -0.004 -1.010
O -2.019 0.873 3.542
O -0.112 1.129 -2.126
O 1.163 2.943 -2.312
N -0.347 1.549 0.527
N -2.442 1.896 -3.004
N -1.226 -0.670 -3.418
N -3.718 -0.335 -2.946
C -4.783 -0.487 -1.983
C 2.384 -2.107 -1.685
C 4.080 1.267 1.168
C -0.838 1.820 1.720
C -5.920 0.398 -2.495
C -1.126 -1.876 -5.431
C 0.157 3.848 0.221
C 0.443 2.167 -1.673
C -1.658 2.660 -3.961
C -2.353 4.177 -2.309
C 2.412 -0.484 0.838
C 3.940 1.185 2.541
C -2.231 4.065 -3.823
C -0.665 -2.772 -4.285
C 0.107 2.527 -0.229
C 2.578 -3.281 1.160
C 0.733 -4.335 -0.703
C 2.237 -0.469 2.225
C 3.331 0.439 0.341
C -5.812 0.156 -3.997
C -0.330 4.143 1.484
C -0.918 -0.496 -4.814
C -1.452 0.625 2.469
C -4.298 -0.002 -4.228
C -1.231 -2.075 -3.050
C -2.841 2.786 -1.913
C 2.991 0.319 3.072
C -0.863 3.114 2.236
Li -0.792 -0.400 0.096
H 2.834 -3.068 -1.944
H 0.131 -0.185 -4.924
H 1.722 -1.803 -2.495
H 0.092 -4.358 -1.591
H 0.423 -2.757 -4.237
H -3.937 2.777 -1.846
H 1.484 -1.143 2.634
H -1.001 -3.802 -4.375
H -5.725 1.442 -2.257
H -3.039 4.962 -1.989
H 0.149 -4.765 0.120
H -5.125 -1.535 -1.972
H -1.369 4.359 -1.883
H 2.865 0.257 4.151
H 3.288 -2.644 1.686
H 4.797 1.972 0.746
H -2.434 2.454 -0.955
H -3.223 4.114 -4.283
H -4.418 -0.232 -0.992
H -2.251 -2.417 -2.824
H 3.136 -4.004 0.563
H -0.592 2.671 -3.726
H -0.616 -2.229 -2.158
H -1.590 4.824 -4.270
H 4.556 1.799 3.195
H -2.184 -2.039 -5.647
H 1.994 -3.832 1.901
H -1.306 3.277 3.207
H -3.859 0.929 -4.607
H -4.108 -0.789 -4.976
H -6.235 0.955 -4.605
H -6.890 0.116 -2.085
H 1.564 -5.028 -0.895
H -0.314 5.161 1.865
H 3.172 -1.366 -1.592
H 3.476 0.527 -0.733
H -1.791 2.258 -4.967
H -0.557 -2.011 -6.352
H -1.553 0.261 -5.270
H -6.322 -0.777 -4.248
H 0.570 4.610 -0.425
```

Computed properties:
- Spin multiplicity: 1
- Total charge: -2

Want to see where the charge sits? The natural (NBO) charges in e are: 0.88, 2.53, -0.79, -1.18, -0.75, -0.79, -0.73, -0.45, -0.82, -0.81, -0.80, -0.21, -0.96, -0.26, 0.11, -0.41, -0.40, -0.25, 0.77, -0.23, -0.42, -0.31, -0.27, -0.39, -0.41, 0.10, -0.93, -1.08, -0.26, -0.21, -0.41, -0.20, -0.20, 0.74, -0.22, -0.22, -0.22, -0.23, -0.23, 0.86, 0.20, 0.18, 0.21, 0.17, 0.21, 0.17, 0.20, 0.21, 0.19, 0.20, 0.18, 0.15, 0.22, 0.19, 0.21, 0.18, 0.23, 0.18, 0.24, 0.19, 0.20, 0.24, 0.23, 0.20, 0.18, 0.19, 0.21, 0.23, 0.19, 0.16, 0.19, 0.19, 0.16, 0.19, 0.21, 0.18, 0.17, 0.19, 0.19, 0.18, 0.22

=====

What orbital gap values result from the calculations? In sequence: 6.627; 8.335; 5.046 eV.
What calculated total energy values result from the calculations? In sequence: -105178.400; -56718.418; -116235.067 eV.